No. 1
{
  "formula": "C6H19NO3",
  "method": "ωB97M-V with the def2-TZVPD basis set",
  "homo_lumo_gap_ev": 9.9,
  "smiles": "CCN[C@@H](C)[C@@H](C)O.O.O",
  "e_homo_ev": -9.1,
  "e_tot_ha": -520.40112,
  "total_charge": 0,
  "multiplicity": 1,
  "lumo_energy_ev": 0.719,
  "elements": ["C", "N", "C", "C", "C", "O", "C", "C", "H", "H", "H", "H", "H", "H", "H", "H", "H", "H", "H", "H", "H", "H", "H", "H", "H", "O", "H", "H", "O"],
  "coordinates": [[0.19, 1.99, -0.18], [-0.35, 0.82, 0.64], [0.64, -0.32, 0.54], [-0.06, -1.63, 0.86], [0.55, -2.84, 0.05], [0.05, -1.93, 2.29], [1.91, -0.24, 1.47], [-1.06, 2.79, -0.60], [0.86, 2.69, 0.22], [0.61, 1.57, -1.20], [-0.62, 1.03, 1.63], [0.85, -0.48, -0.56], [-1.25, -1.47, 0.74], [1.40, -3.18, 0.54], [0.78, -2.46, -0.92], [-0.23, -3.70, 0.04], [-0.22, -1.21, 2.83], [1.72, 0.23, 2.41], [2.60, 0.29, 0.78], [2.32, -1.17, 1.79], [-1.74, 2.26, -1.17], [-1.48, 3.19, 0.35], [-0.73, 3.67, -1.27], [-2.07, 0.76, -0.36], [-3.37, 0.50, -1.08], [-2.48, 0.25, -1.14], [1.03, -0.84, -3.21], [-0.39, -0.36, -2.79], [0.55, -0.22, -2.71]],
  "nbo_charge": [-0.23, -0.68, -0.11, 0.11, -0.62, -0.76, -0.64, -0.62, 0.18, 0.23, 0.36, 0.24, 0.19, 0.21, 0.21, 0.22, 0.46, 0.21, 0.21, 0.23, 0.22, 0.19, 0.20, 0.50, 0.46, -0.98, 0.48, 0.50, -0.95]
}

=====

No. 2
{
  "formula": "C4H6N2O",
  "method": "ωB97M-V with the def2-TZVPD basis set",
  "homo_lumo_gap_ev": 9.0,
  "smiles": "COc1c[nH]cn1",
  "e_homo_ev": -8.1,
  "e_tot_ha": -340.75303,
  "total_charge": 0,
  "multiplicity": 1,
  "lumo_energy_ev": 0.962,
  "elements": ["C", "O", "C", "C", "N", "C", "N", "H", "H", "H", "H", "H", "H"],
  "coordinates": [[-2.29, -0.14, -0.37], [-1.38, 0.03, 0.70], [-0.08, 0.01, 0.35], [0.95, 0.25, 1.21], [2.07, 0.10, 0.42], [1.67, -0.15, -0.85], [0.36, -0.24, -0.92], [-2.17, 0.64, -1.13], [-3.28, -0.07, 0.07], [-2.16, -1.11, -0.86], [1.03, 0.44, 2.27], [2.91, 0.53, 0.78], [2.37, -0.28, -1.67]],
  "nbo_charge": [-0.25, -0.49, 0.39, -0.19, -0.51, 0.17, -0.51, 0.18, 0.19, 0.19, 0.22, 0.41, 0.20]
}

=====

No. 3
{
  "formula": "C7H13BO3",
  "method": "ωB97M-V with the def2-TZVPD basis set",
  "homo_lumo_gap_ev": [5.6, 6.9],
  "s_squared": 2.01,
  "e_homo_ev": [-5.2, -9.5],
  "e_tot_ha": -524.90187,
  "total_charge": 0,
  "multiplicity": 3,
  "lumo_energy_ev": [0.357, -2.630],
  "elements": ["B", "C", "C", "C", "C", "C", "C", "C", "O", "O", "O", "H", "H", "H", "H", "H", "H", "H", "H", "H", "H", "H", "H", "H"],
  "coordinates": [[0.88, 2.83, -0.06], [-1.03, 0.11, 0.59], [-0.25, 1.32, -1.52], [-1.15, 1.11, -0.34], [-2.18, -0.32, 1.41], [-2.23, 2.11, -0.19], [3.23, -3.75, -0.30], [3.05, -2.45, 0.09], [0.05, -0.69, 0.70], [0.64, 2.35, -1.27], [1.13, 3.22, 1.01], [0.24, 0.36, -1.62], [-0.86, 1.50, -2.41], [-2.48, -1.36, 1.24], [-2.99, 0.30, 1.20], [-2.09, -0.32, 2.47], [-3.21, 1.90, -0.71], [-1.83, 3.04, -0.55], [-2.42, 2.22, 0.83], [3.97, -3.93, -1.08], [2.72, -4.54, 0.35], [0.83, -1.10, -0.28], [2.40, -2.28, 0.90], [3.58, -1.63, -0.46]],
  "nbo_charge": [1.22, 0.39, -0.12, 0.08, -0.69, -0.68, -0.42, -0.40, -0.57, -0.71, -0.82, 0.21, 0.20, 0.25, 0.21, 0.25, 0.25, 0.23, 0.23, 0.20, 0.20, 0.09, 0.20, 0.20]
}